Entry from the Open Molecules 2025 dataset: a 7-piece molecular cluster, C31H50F2NO9S4 overall in a non-equilibrium geometry (the ωB97M-V functional and the def2-TZVPD basis).

As for the max |F|: 0.35861 Eh/bohr. The spin multiplicity is 1. The total energy comes out at -101630.1929 eV. For the relative energy (zero: lowest compared OMol25 entry of this formula, charge and spin), the calculation gives 406.96 kJ/mol. Its total charge is +1. The value obtained for the HOMO energy is -11.2824 eV. As for the lowest unoccupied orbital energy: -3.02 eV.

Each line ends with the Mulliken charge.
Geometry (Å):
C  -1.075  -2.562  -0.289  -1.5155
C  -1.164  -1.126  0.000  -0.0593
O  -0.149  -0.508  0.344  -0.3048
N  -2.512  -0.379  -0.021  0.0615
H  -3.112  -0.887  -0.887  0.5328
H  -2.931  -0.613  0.732  0.3463
C  -2.362  1.069  -0.072  -0.4455
H  -0.099  -2.967  0.175  0.0469
H  -1.284  -2.891  -1.275  0.6588
H  -1.755  -3.040  0.244  1.0141
H  -1.846  1.576  0.853  0.1538
H  -3.285  1.772  -0.179  0.3481
H  -1.728  1.330  -0.894  0.1295
F  -0.551  -5.878  0.233  -0.3732
C  -1.041  -5.806  -1.030  0.6177
C  -2.467  -5.671  -1.303  -0.6286
C  -2.896  -5.836  -2.601  -0.4116
C  -1.977  -6.150  -3.678  -0.6531
C  -0.578  -6.223  -3.371  -0.1932
C  -0.062  -6.072  -2.041  -0.8299
H  -3.260  -5.462  -0.584  0.4655
H  -3.857  -5.958  -2.853  0.5405
H  -2.323  -6.742  -4.478  0.4056
H  0.127  -6.537  -4.335  0.2091
H  0.838  -6.049  -1.982  0.8741
F  2.449  -0.471  6.617  -0.3441
C  2.079  -1.171  5.498  0.3910
C  3.125  -1.897  4.928  -0.3095
C  2.840  -2.712  3.787  -0.3314
C  1.540  -2.752  3.151  -0.6384
C  0.510  -2.013  3.722  -0.4329
C  0.804  -1.217  4.888  -0.5485
H  4.339  -1.789  5.262  0.2018
H  3.679  -3.326  3.477  0.4571
H  1.252  -3.237  2.232  0.6895
H  -0.539  -2.073  3.530  0.5190
H  0.122  -0.463  5.185  0.3953
C  4.630  -2.367  0.450  -0.7545
C  3.650  -1.255  0.603  0.9913
C  3.293  -0.610  -0.639  -1.2504
S  3.296  -2.034  -1.732  1.1966
O  3.979  -1.672  -2.874  -0.7533
O  1.873  -2.328  -1.832  -0.4712
C  4.157  -3.167  -0.763  -1.2008
H  4.572  -3.124  1.222  0.1652
H  5.666  -2.075  0.481  0.3883
H  4.123  -0.548  1.323  0.2747
H  2.793  -1.758  1.050  -0.6729
H  4.193  -0.197  -1.048  0.3968
H  2.397  -0.201  -0.724  0.6030
H  4.930  -3.686  -1.356  0.4585
H  3.494  -3.873  -0.620  0.6114
C  2.005  2.479  4.116  -0.6433
C  2.804  1.845  2.984  -0.0934
C  1.916  1.800  1.854  -0.2670
S  0.968  3.368  2.028  1.2153
O  -0.369  3.007  2.224  -0.6758
O  1.303  4.237  0.957  -0.7275
C  1.616  3.818  3.630  -0.8118
H  2.635  2.543  4.991  0.5271
H  1.190  1.862  4.497  0.0831
H  2.890  0.886  3.418  -0.0105
H  3.757  2.397  2.599  0.2941
H  1.066  1.162  2.019  -0.1911
H  2.485  2.011  0.973  0.5386
H  0.780  4.483  4.028  0.4021
H  2.441  4.564  3.371  0.3182
C  -4.038  6.883  1.720  -0.6492
C  -3.891  6.280  0.392  -1.8251
C  -4.292  4.944  0.358  -0.1333
S  -5.843  5.044  1.266  1.1567
O  -6.045  3.827  1.955  -0.6887
O  -6.781  5.425  0.232  -0.6796
C  -5.410  6.465  2.156  -0.5187
H  -4.074  7.989  1.768  0.4166
H  -3.431  6.848  2.586  0.3408
H  -2.911  6.286  0.324  0.4274
H  -4.333  6.552  -0.266  0.9224
H  -3.769  4.114  0.954  -0.1029
H  -4.400  4.582  -0.565  0.6977
H  -5.657  6.109  3.247  0.3655
H  -6.045  7.299  1.836  0.2806
C  -0.116  0.495  -6.329  -1.0046
C  1.270  0.027  -6.019  -0.2959
C  1.211  -0.693  -4.806  -0.3834
S  0.071  0.379  -3.803  1.3554
O  0.827  1.206  -2.964  -0.6759
O  -1.095  -0.341  -3.224  -0.7078
C  -0.552  1.326  -5.143  -0.9303
H  -0.798  -0.239  -6.531  0.4401
H  -0.093  0.926  -7.235  0.4735
H  1.985  0.961  -5.734  0.1693
H  1.551  -0.712  -6.935  0.2745
H  2.142  -0.802  -4.383  0.1042
H  0.758  -1.761  -4.882  0.3172
H  -0.034  2.253  -5.075  0.3976
H  -1.581  1.502  -5.103  0.4763

Entry from the Open Molecules 2025 dataset: C31H50F5N6O3PRbSSi as an isolated structure in a non-equilibrium geometry (the ωB97M-V functional and the def2-TZVPD basis).

As for the max |F|: 0.04208 Eh/bohr. The spin multiplicity is 1. The total energy comes out at -90291.0724 eV. For the relative energy (zero: lowest compared OMol25 entry of this formula, charge and spin), the calculation gives 173.83 kJ/mol. Its total charge is -1. The value obtained for the HOMO energy is -3.8453 eV. As for the lowest unoccupied orbital energy: 1.93 eV.

Each line ends with the Mulliken charge.
Geometry (Å):
Rb  -0.028  1.219  -0.383  0.7695
F  -4.766  6.304  -3.756  -0.3342
C  -3.950  5.257  -4.038  0.3873
C  -3.430  4.458  -3.023  -0.0674
F  -3.724  4.734  -1.730  -0.3151
C  -2.616  3.389  -3.322  0.1737
F  -2.152  2.647  -2.280  -0.1114
C  -2.239  3.040  -4.642  0.1715
S  -1.242  1.733  -4.993  -0.5972
C  -2.783  3.890  -5.641  0.1992
F  -2.484  3.656  -6.938  -0.3278
C  -3.612  4.951  -5.356  0.1563
F  -4.110  5.708  -6.360  -0.3149
C  1.193  1.304  4.256  -1.0467
Si  -0.590  0.624  3.955  0.5534
C  -1.680  1.621  5.195  -1.1997
C  -0.571  -1.140  4.745  -1.2873
O  -1.020  0.717  2.468  -0.6610
H  1.676  0.917  5.151  0.3677
H  1.170  2.388  4.341  0.4084
H  1.825  1.072  3.401  0.0984
H  -1.767  1.141  6.165  0.4488
H  -2.685  1.739  4.798  0.3211
H  -1.282  2.617  5.362  0.2296
H  -0.105  -1.155  5.727  0.4643
H  -0.040  -1.856  4.126  0.1891
H  -1.586  -1.507  4.867  0.3946
O  0.812  -0.718  -1.708  -0.9962
P  0.170  -2.011  -1.915  -0.3100
N  -1.033  -2.307  -0.804  0.2452
C  -0.638  -2.087  0.585  0.0783
C  -1.946  -2.295  1.327  -0.1074
C  -2.545  -3.502  0.609  -0.8627
C  -2.051  -3.351  -0.842  -0.2378
N  1.372  -3.205  -1.696  1.0706
C  2.764  -2.749  -1.722  0.2582
C  3.603  -3.978  -2.073  -0.6729
C  2.606  -4.885  -2.789  -0.7560
C  1.312  -4.615  -2.019  -0.5297
N  -0.542  -2.103  -3.422  0.3934
C  0.327  -1.532  -4.466  0.0484
C  0.018  -2.315  -5.742  -0.6809
C  -0.557  -3.627  -5.218  -0.4256
C  -1.368  -3.134  -4.021  -0.4772
H  -0.252  -1.080  0.734  -0.5231
H  0.123  -2.816  0.906  -0.1120
H  -2.568  -1.413  1.178  0.2255
H  -1.806  -2.437  2.394  0.0627
H  -3.631  -3.518  0.667  0.3608
H  -2.168  -4.433  1.039  0.3169
H  -2.860  -3.031  -1.505  0.3589
H  -1.658  -4.307  -1.212  0.1701
H  3.022  -2.320  -0.754  -0.9922
H  2.892  -1.957  -2.463  0.4714
H  3.974  -4.464  -1.168  0.2697
H  4.453  -3.720  -2.703  0.4075
H  2.899  -5.934  -2.778  0.4710
H  2.493  -4.556  -3.823  0.2160
H  1.290  -5.218  -1.098  0.3249
H  0.425  -4.860  -2.603  0.2247
H  1.377  -1.649  -4.181  0.1675
H  0.122  -0.468  -4.579  -0.3039
H  0.906  -2.444  -6.360  0.3929
H  -0.738  -1.785  -6.320  0.3059
H  0.245  -4.285  -4.876  0.0258
H  -1.165  -4.164  -5.945  0.4497
H  -1.615  -3.934  -3.328  0.2562
H  -2.304  -2.681  -4.373  0.3391
N  0.585  4.122  0.304  -0.7427
C  -0.250  4.619  0.921  0.7426
N  -1.202  5.220  1.572  -0.0257
C  -1.994  4.544  2.585  -0.2165
C  -1.639  5.116  3.959  -0.5073
O  -1.788  6.523  3.988  -0.4210
C  -0.951  7.140  3.038  -0.5102
C  -1.292  6.665  1.619  -0.6680
H  -1.808  3.468  2.565  0.2398
H  -3.049  4.743  2.366  0.1690
H  -0.602  4.846  4.206  0.3341
H  -2.305  4.724  4.728  0.2751
H  0.101  6.902  3.262  0.3048
H  -1.110  8.216  3.140  0.3630
H  -0.617  7.109  0.887  0.4543
H  -2.322  6.955  1.380  0.2871
C  2.557  -1.964  3.142  -0.9976
C  3.739  -1.506  2.285  3.1935
C  4.369  -2.710  1.576  -2.0239
C  4.796  -0.811  3.150  -1.9605
C  3.236  -0.543  1.322  -0.7074
N  2.847  0.240  0.587  -0.4952
H  2.889  -2.716  3.855  0.4253
H  1.776  -2.383  2.513  -0.0691
H  2.128  -1.124  3.679  0.0242
H  4.831  -3.356  2.321  0.5388
H  5.135  -2.397  0.870  0.4470
H  3.610  -3.284  1.050  0.3226
H  5.183  -1.522  3.879  0.4394
H  4.363  0.035  3.679  0.3490
H  5.622  -0.452  2.537  0.4418